Record 1
ORCA calculation (ωB97M-V/def2-TZVPD) on a 2-piece molecular cluster, F2H4SSi2 overall in a non-equilibrium geometry.

```
9
Properties=species:S:1:pos:R:3
F -0.5217 0.5270 0.8311
Si -1.1963 -0.6995 -0.0218
F -2.6731 -0.3079 -0.4417
H -1.3380 -1.6216 1.0718
H -0.5934 -0.5790 -1.3640
Si 2.9371 0.4752 0.1791
S 4.3390 -0.8087 -0.3729
H 2.2567 0.1492 1.4352
H 2.0702 1.3728 -0.6040
```

Its energy relative to the best compared isomer or geometry (same formula, charge and spin) is 2.159 eV. As for the SMILES: F[SiH2]F.[SiH2]=S. The calculation puts the frontier orbital gap at 0.302 hartree. As for the molar mass: 130.3 g mol⁻¹. As for the total energy: -32092.43351 eV.

Results of the Löwdin charge analysis, in e, for atoms 1 through 5: number 1, F, carries -0.265; number 2, Si, carries 0.479; number 3, F, carries -0.204; number 4, H, carries -0.018; number 5, H, carries -0.007

Record 2
ORCA calculation (ωB97M-V/def2-TZVPD) on a 2-piece molecular cluster, F2HOPS overall in a non-equilibrium geometry.

```
6
Properties=species:S:1:pos:R:3
O -2.1906 0.1725 -0.0949
F 1.3664 1.0561 0.8795
F 0.8180 0.6317 -1.5272
P 0.6792 -0.1088 -0.1055
S 1.5433 -1.8480 -0.1044
H -2.2163 0.0964 0.9525
```

Its energy relative to the best compared isomer or geometry (same formula, charge and spin) is 5.838 eV. The calculation puts the frontier orbital gap (alpha / beta) at 0.235 / 0.235 hartree. As for the molar mass: 118.0 g mol⁻¹. As for the total energy: -27620.39090 eV.

Results of the Löwdin charge analysis, in e, for atoms 1 through 5: number 1, O, carries -0.276; number 2, F, carries -0.267; number 3, F, carries -0.243; number 4, P, carries 0.462; number 5, S, carries 0.314

Record 3
ORCA calculation (ωB97M-V/def2-TZVPD) on F2KNO4S2 as an isolated structure in a non-equilibrium geometry.

```
10
Properties=species:S:1:pos:R:3
K -15.4239 -6.9452 -0.9566
N -18.5501 -4.6102 -1.8702
S -18.5675 -3.7397 -3.1098
O -17.6129 -2.6587 -3.1446
O -19.8646 -3.7200 -3.7690
F -17.7247 -4.8266 -3.9903
S -18.2666 -3.3339 -0.7479
O -19.0567 -2.1270 -0.7107
O -16.8615 -3.2531 -0.4245
F -18.8216 -4.1156 0.5470
```

Its energy relative to the best compared isomer or geometry (same formula, charge and spin) is 2.026 eV. The calculation puts the frontier orbital gap at 0.268 hartree. As for the molar mass: 219.2 g mol⁻¹. As for the total energy: -53108.92252 eV.

Results of the Löwdin charge analysis, in e, for atoms 1 through 5: number 1, K, carries 0.947; number 2, N, carries -0.295; number 3, S, carries 0.435; number 4, O, carries -0.300; number 5, O, carries -0.283

Record 4
ORCA calculation (ωB97M-V/def2-TZVPD) on F2NO as an isolated structure in a non-equilibrium geometry.

```
4
Properties=species:S:1:pos:R:3
N -0.1860 0.3728 -0.0088
O -1.0605 -0.5286 0.0426
F 0.7031 0.0250 -1.3444
F 0.8505 0.0785 1.3148
```

Its energy relative to the best compared isomer or geometry (same formula, charge and spin) is 0.000 eV. The calculation puts the frontier orbital gap at 0.369 hartree. As for the total charge: -1. As for the molar mass: 68.0 g mol⁻¹. As for the total energy: -8970.24444 eV.

Löwdin analysis output, partial charges in e: number 1, N, carries -0.085; number 2, O, carries -0.159; number 3, F, carries -0.353; number 4, F, carries -0.403

Record 5
ORCA calculation (ωB97M-V/def2-TZVPD) on F2NO4RbS2 as an isolated structure in a non-equilibrium geometry.

```
10
Properties=species:S:1:pos:R:3
Rb 42.3386 -9.9739 -5.2071
N 46.2420 -11.3264 1.0109
S 45.0331 -12.1595 0.4837
O 44.2100 -11.7451 -0.6530
O 44.2263 -12.9693 1.3894
F 45.9249 -13.2599 -0.2455
S 45.2808 -10.2473 1.8855
O 44.5572 -10.8183 3.0056
O 44.5464 -9.2388 1.0633
F 46.6111 -9.4053 2.3693
```

Its energy relative to the best compared isomer or geometry (same formula, charge and spin) is 2.902 eV. The calculation puts the frontier orbital gap at 0.215 hartree. As for the molar mass: 265.6 g mol⁻¹. As for the total energy: -37438.03609 eV.

Results of the Löwdin charge analysis, in e, for atoms 1 through 5: number 1, Rb, carries 0.983; number 2, N, carries -0.272; number 3, S, carries 0.437; number 4, O, carries -0.356; number 5, O, carries -0.313

Record 6
ORCA calculation (ωB97M-V/def2-TZVPD) on F2NOP in the gas phase in a non-equilibrium geometry.

```
5
Properties=species:S:1:pos:R:3
O 1.1065 -1.2766 -0.7932
N -0.1361 -0.9437 0.1518
P 0.0730 0.5896 0.7238
F -1.4695 1.0494 0.7961
F 0.2560 1.4391 -0.6028
```

Its energy relative to the best compared isomer or geometry (same formula, charge and spin) is 2.807 eV. As for the SMILES: O=NP(F)F. The calculation puts the frontier orbital gap (alpha / beta) at 0.282 / 0.284 hartree. As for the molar mass: 99.0 g mol⁻¹. As for the total energy: -18257.36032 eV.

Löwdin analysis output, partial charges in e: number 1, O, carries -0.127; number 2, N, carries -0.109; number 3, P, carries 0.746; number 4, F, carries -0.265; number 5, F, carries -0.244

Record 7
ORCA calculation (ωB97M-V/def2-TZVPD) on a 2-piece molecular cluster, F2O2S overall in a non-equilibrium geometry.

```
5
Properties=species:S:1:pos:R:3
O -1.2999 1.0167 0.0194
O 1.6630 -0.3822 1.6173
F 0.6154 0.4776 -1.4568
F -0.7765 -1.3158 -0.1714
S -0.2020 0.2037 -0.0085
```

Its energy relative to the best compared isomer or geometry (same formula, charge and spin) is 5.467 eV. The calculation puts the frontier orbital gap (alpha / beta) at 0.339 / 0.339 hartree. As for the molar mass: 102.1 g mol⁻¹. As for the total energy: -20359.26025 eV.

Löwdin analysis output, partial charges in e: number 1, O, carries -0.298; number 2, O, carries -0.106; number 3, F, carries -0.295; number 4, F, carries -0.265; number 5, S, carries 0.964

Record 8
ORCA calculation (ωB97M-V/def2-TZVPD) on F2O3S3 as an isolated structure in a non-equilibrium geometry.

```
8
Properties=species:S:1:pos:R:3
O -0.6304 -0.5322 -1.1281
O 0.5771 -1.0314 0.7117
O -0.7212 1.0491 0.7060
F -2.7360 0.0667 -0.1909
F 2.9579 -0.3039 0.2256
S -1.2092 -0.4381 0.2963
S 1.1103 -0.4031 -0.5401
S 0.6515 1.5929 -0.0805
```

Its energy relative to the best compared isomer or geometry (same formula, charge and spin) is 1.584 eV. The calculation puts the frontier orbital gap at 0.352 hartree. As for the molar mass: 182.2 g mol⁻¹. As for the total energy: -44078.73146 eV.

Results of the Löwdin charge analysis, in e, for atoms 1 through 5: number 1, O, carries -0.554; number 2, O, carries -0.571; number 3, O, carries -0.727; number 4, F, carries -0.307; number 5, F, carries -0.504

Record 9
ORCA calculation (ωB97M-V/def2-TZVPD) on F2O4S3 as an isolated structure in a non-equilibrium geometry.

```
9
Properties=species:S:1:pos:R:3
O -1.1755 -0.8705 1.0662
O -1.9036 -0.5616 -1.3873
O 0.4038 -0.8317 -0.6302
O 1.9401 -0.5454 1.3084
F -2.3493 1.0433 0.3268
F 2.6778 0.1964 -0.8391
S 0.3780 1.7567 0.1279
S -1.3588 -0.1397 -0.1164
S 1.3875 -0.0476 0.1437
```

Its energy relative to the best compared isomer or geometry (same formula, charge and spin) is 1.425 eV. The calculation puts the frontier orbital gap at 0.303 hartree. As for the molar mass: 198.2 g mol⁻¹. As for the total energy: -46126.76625 eV.

Results of the Löwdin charge analysis, in e, for atoms 1 through 5: number 1, O, carries -0.248; number 2, O, carries -0.215; number 3, O, carries -0.452; number 4, O, carries -0.225; number 5, F, carries -0.236

Record 10
ORCA calculation (ωB97M-V/def2-TZVPD) on a 2-piece molecular cluster, F3H3SSi2 overall in a non-equilibrium geometry.

```
9
Properties=species:S:1:pos:R:3
F 4.6199 0.1576 -1.2889
F 4.4627 -1.1312 0.8580
F 4.2165 1.3300 0.7391
Si 0.0150 -0.3277 -0.4873
Si 3.7452 -0.0063 0.0195
S -0.5044 1.6684 -0.0891
H -0.6016 -0.4653 -1.8458
H -0.3562 -1.2775 0.5074
H -1.6745 1.5955 0.5418
```

Its energy relative to the best compared isomer or geometry (same formula, charge and spin) is 3.344 eV. The calculation puts the frontier orbital gap (alpha / beta) at 0.283 / 0.248 hartree. As for the molar mass: 148.3 g mol⁻¹. As for the total energy: -34794.09083 eV.

Results of the Löwdin charge analysis, in e, for atoms 1 through 5: number 1, F, carries -0.142; number 2, F, carries -0.134; number 3, F, carries -0.143; number 4, Si, carries 0.306; number 5, Si, carries 0.302

Copy entry 7 word for word.
ORCA calculation (ωB97M-V/def2-TZVPD) on a 2-piece molecular cluster, F2O2S overall in a non-equilibrium geometry.

```
5
Properties=species:S:1:pos:R:3
O -1.2999 1.0167 0.0194
O 1.6630 -0.3822 1.6173
F 0.6154 0.4776 -1.4568
F -0.7765 -1.3158 -0.1714
S -0.2020 0.2037 -0.0085
```

Its energy relative to the best compared isomer or geometry (same formula, charge and spin) is 5.467 eV. The calculation puts the frontier orbital gap (alpha / beta) at 0.339 / 0.339 hartree. As for the molar mass: 102.1 g mol⁻¹. As for the total energy: -20359.26025 eV.

Löwdin analysis output, partial charges in e: number 1, O, carries -0.298; number 2, O, carries -0.106; number 3, F, carries -0.295; number 4, F, carries -0.265; number 5, S, carries 0.964